Record 1
{
  "formula": "C4H6N2O",
  "method": "wB97M-V/def2-TZVPD",
  "lumo_ev": [-0.48, -0.25],
  "total_energy_ev": -9264.234,
  "homo_energy_ev": [-8.20, -7.49],
  "homo_lumo_gap_ev": [7.7160, 7.2447],
  "species": ["C", "N", "N", "H", "H", "C", "O", "C", "C", "H", "H", "H", "H"],
  "positions_angstrom": [[-1.66, 1.31, -0.61], [-0.27, 1.16, -0.96], [-0.58, 1.87, 0.17], [-2.19, 0.43, -0.22], [-2.29, 1.98, -1.18], [0.60, -0.40, 1.14], [1.17, -1.29, 1.96], [0.63, -0.29, -0.88], [1.28, -1.04, -1.58], [0.70, -2.13, 1.96], [1.13, 0.54, 1.14], [-0.48, -0.40, 1.04], [1.96, -1.75, -1.98]]
}

---

Record 2
{
  "formula": "C4H6N2O",
  "method": "wB97M-V/def2-TZVPD",
  "lumo_ev": 0.81,
  "total_energy_ev": -9271.731,
  "homo_energy_ev": -8.03,
  "homo_lumo_gap_ev": 8.8403,
  "species": ["C", "C", "C", "N", "C", "N", "O", "H", "H", "H", "H", "H", "H"],
  "positions_angstrom": [[-1.91, 0.29, 0.47], [-0.82, 0.46, -0.57], [-0.44, -0.72, -1.11], [0.86, -1.03, -0.85], [1.28, 0.04, -0.21], [2.55, 0.25, 0.23], [0.38, 1.00, -0.02], [-2.91, 0.27, 0.04], [-1.75, -0.67, 0.99], [-1.80, 1.07, 1.21], [-1.16, -1.43, -1.51], [2.69, 1.06, 0.82], [3.03, -0.59, 0.51]]
}

---

Record 3
{
  "formula": "C4H6N2O",
  "method": "wB97M-V/def2-TZVPD",
  "lumo_ev": 0.55,
  "total_energy_ev": -9271.607,
  "homo_energy_ev": -9.83,
  "homo_lumo_gap_ev": 10.3772,
  "species": ["H", "N", "C", "C", "C", "C", "N", "O", "H", "H", "H", "H", "H"],
  "positions_angstrom": [[2.53, 1.35, -0.30], [1.58, 1.10, 0.00], [0.72, 0.82, -0.88], [-0.50, 0.16, -0.38], [-1.40, -0.04, -1.32], [-0.63, -0.61, 1.10], [0.54, -0.78, 1.72], [-1.68, -1.11, 1.43], [0.64, 0.87, -2.03], [-2.43, -0.47, -1.09], [-1.18, 0.31, -2.36], [1.34, -0.11, 1.65], [0.45, -1.49, 2.46]]
}

---

Record 4
{
  "formula": "C4H6N2O",
  "method": "wB97M-V/def2-TZVPD",
  "lumo_ev": 0.88,
  "total_energy_ev": -9272.571,
  "homo_energy_ev": -7.01,
  "homo_lumo_gap_ev": 7.8915,
  "species": ["N", "C", "C", "C", "C", "O", "N", "H", "H", "H", "H", "H", "H"],
  "positions_angstrom": [[2.13, -0.78, -0.48], [0.84, -0.39, -0.05], [0.08, -0.77, 1.01], [-1.20, -0.11, 0.87], [-1.13, 0.64, -0.26], [-2.00, 1.47, -0.91], [0.11, 0.48, -0.83], [2.64, -1.20, 0.29], [2.67, 0.00, -0.82], [0.38, -1.44, 1.80], [-2.04, -0.18, 1.55], [-2.83, 1.46, -0.43], [0.35, 0.81, -1.75]]
}

---

Record 5
{
  "formula": "C4H6N2O",
  "method": "wB97M-V/def2-TZVPD",
  "lumo_ev": -0.02,
  "total_energy_ev": -9269.236,
  "homo_energy_ev": -7.94,
  "homo_lumo_gap_ev": 7.9153,
  "species": ["C", "O", "C", "C", "N", "C", "N", "H", "H", "H", "H", "H", "H"],
  "positions_angstrom": [[0.00, 1.58, -1.54], [0.75, 0.78, -0.64], [-0.06, 0.05, 0.22], [-1.14, -0.91, -0.27], [-1.03, -1.99, 0.56], [0.06, -1.85, 1.32], [0.74, -0.73, 1.15], [-0.54, 0.95, -2.26], [0.71, 2.23, -2.04], [-0.74, 2.19, -1.00], [-0.71, 0.72, 0.82], [0.38, -2.59, 2.05], [1.58, -0.44, 1.62]]
}

---

Record 6
{
  "formula": "C4H6N2O",
  "method": "wB97M-V/def2-TZVPD",
  "lumo_ev": 0.83,
  "total_energy_ev": -9270.178,
  "homo_energy_ev": -7.84,
  "homo_lumo_gap_ev": 8.6695,
  "species": ["O", "C", "N", "C", "C", "C", "N", "H", "H", "H", "H", "H", "H"],
  "positions_angstrom": [[1.38, 2.10, 0.04], [0.82, 1.03, -0.03], [1.24, -0.19, 0.35], [0.43, -1.30, -0.19], [-0.91, -0.70, -0.61], [-1.47, 0.20, 0.42], [-0.53, 0.82, -0.56], [2.19, -0.29, 0.68], [0.29, -2.08, 0.56], [0.94, -1.72, -1.06], [-0.82, 1.31, -1.38], [-2.50, 0.55, 0.33], [-1.07, 0.28, 1.44]]
}

---

Record 7
{
  "formula": "C4H6N2O",
  "method": "wB97M-V/def2-TZVPD",
  "lumo_ev": 0.93,
  "total_energy_ev": -9272.967,
  "homo_energy_ev": -8.15,
  "homo_lumo_gap_ev": 9.0733,
  "species": ["C", "C", "C", "N", "C", "N", "O", "H", "H", "H", "H", "H", "H"],
  "positions_angstrom": [[0.36, 1.55, 1.49], [0.28, 0.67, 0.30], [0.46, 0.81, -1.03], [0.16, -0.38, -1.69], [-0.19, -1.17, -0.73], [-0.61, -2.47, -0.85], [-0.12, -0.65, 0.51], [1.32, 1.48, 2.01], [0.21, 2.59, 1.16], [-0.44, 1.31, 2.20], [0.78, 1.69, -1.56], [-1.17, -2.79, -0.07], [-1.04, -2.63, -1.75]]
}

---

Record 8
{
  "formula": "C4H6N2O",
  "method": "wB97M-V/def2-TZVPD",
  "lumo_ev": 0.86,
  "total_energy_ev": -9268.931,
  "homo_energy_ev": -9.46,
  "homo_lumo_gap_ev": 10.3174,
  "species": ["O", "C", "C", "C", "C", "N", "N", "H", "H", "H", "H", "H", "H"],
  "positions_angstrom": [[-1.01, -0.56, 2.37], [-0.57, -0.55, 1.22], [-1.01, 0.59, 0.20], [-0.14, 0.48, -0.95], [1.27, 0.50, -0.47], [0.78, -0.80, -0.74], [0.11, -1.56, 0.32], [-0.99, 1.51, 0.73], [-2.00, 0.48, -0.29], [-0.28, 0.56, -1.97], [2.16, 0.81, -1.19], [1.58, 1.08, 0.28], [0.10, -2.53, 0.48]]
}

---

Relative energy (zero: lowest compared OMol25 entry of this formula, charge and spin), respectively: 213.72; 40.83; 43.70; 21.46; 98.38; 76.65; 12.33; 105.40 kcal per mole.